Formula: C13H18Cl18F12N2O8S4V
Source: the Open Molecules 2025 dataset
Level of theory: the ωB97M-V functional and the def2-TZVPD basis

```
76
Properties=species:S:1:pos:R:3
V 0.98589 0.07747 2.01226
C -0.23039 2.33713 -1.14105
F -1.59778 2.09976 -1.03224
F 0.18487 2.73067 -2.35778
F 0.16127 3.23581 -0.23468
S 0.67233 0.66809 -0.81536
O 1.02851 -0.00392 -2.05397
O 1.80940 1.04226 0.05947
N -0.23724 -0.17237 0.39640
S -1.01520 -1.13855 -0.59367
O -1.71458 -0.45944 -1.72665
O -0.28202 -2.37705 -0.91955
C -2.39960 -1.87043 0.54241
F -3.09333 -2.88608 -0.05933
F -1.78350 -2.32086 1.65380
F -3.30661 -0.95746 0.84349
C 3.01622 3.71456 2.49369
F 3.29411 3.24137 1.26503
F 4.07739 3.63503 3.28275
F 2.56892 4.99484 2.49039
S 1.55311 2.71852 3.27022
O 1.07470 3.38710 4.54014
O 0.56111 2.49778 2.22023
N 2.02392 1.05163 3.50015
S 3.17141 1.07063 4.60059
O 4.51323 1.00415 3.99536
O 2.93011 2.06239 5.69825
C 3.02428 -0.65587 5.47662
F 1.75541 -0.92377 5.68697
F 3.51211 -1.57991 4.67802
F 3.71628 -0.55778 6.60906
C -5.48435 -5.83500 -0.67258
Cl -6.98678 -5.78288 -1.69041
Cl -4.11438 -6.64868 -1.52251
H -5.17626 -4.82537 -0.40085
H -5.74444 -6.33312 0.26139
C -1.20266 -3.99717 -4.11266
Cl -0.54021 -5.62010 -3.88484
Cl 0.00272 -3.03819 -5.05207
H -2.12635 -4.04112 -4.68969
H -1.46128 -3.54276 -3.15625
C -2.92206 2.29078 -4.42181
Cl -4.59110 2.76629 -4.88028
Cl -1.59708 3.09198 -5.38658
H -2.77965 2.59504 -3.38487
H -2.73256 1.22978 -4.58453
C -2.25300 4.28179 1.54336
Cl -3.33904 5.55393 2.18871
Cl -2.60881 2.68409 2.35543
H -2.48922 4.07709 0.49914
H -1.19928 4.52418 1.68120
C 2.56216 -3.42094 -2.65562
Cl 3.46216 -2.29229 -1.69527
Cl 3.22254 -5.08363 -2.45915
H 1.51218 -3.35543 -2.37038
H 2.66456 -3.10599 -3.69409
C 2.25343 5.47904 -2.08430
Cl 3.19514 5.98996 -3.51695
Cl 3.19723 5.57744 -0.59379
H 1.36147 6.09956 -1.99790
H 2.00286 4.43999 -2.29807
C 1.40934 0.96245 -5.21621
Cl 1.76887 2.56792 -5.93805
Cl 2.79653 -0.10563 -5.27414
H 1.24626 1.12996 -4.15157
H 0.51169 0.49659 -5.62278
C 1.77138 -4.10611 2.63686
Cl 2.25693 -4.50515 0.92964
Cl 0.96712 -2.51335 2.78804
H 1.11418 -4.85572 3.07761
H 2.65166 -4.09834 3.27963
C -2.48922 -1.02307 4.42448
Cl -4.03367 -0.22843 4.09559
Cl -1.20761 -0.10167 3.69980
H -2.33458 -0.99190 5.50300
H -2.49114 -2.05151 4.06335
```

Summary:
**Net charge**: 0
**DFT total energy**: -13236.01940 Ha
**<S²>**: 3.75
**Lowest unoccupied orbital energy (spin up / spin down)**: -1.212 / -0.839 eV
**Gap between HOMO and LUMO (spin up / spin down)**: 9.26 / 9.93 eV
**Largest force on an atom**: 0.12858 Eh/bohr
**Highest occupied orbital energy (spin up / spin down)**: -10.48 / -10.77 eV
**2S+1**: 4

These are the Löwdin partial charges, in e, on atoms 1 to 4: 0.66 -0.53 0.08 0.13



Formula: C13H18Cl2ErN2O
Source: the Open Molecules 2025 dataset
Level of theory: the ωB97M-V functional and the def2-TZVPD basis

```
37
Properties=species:S:1:pos:R:3
Er -1.38934 0.15984 1.02320
Cl -1.27087 2.22585 -0.50811
Cl -0.07794 -1.47756 2.35809
C -2.81098 0.77015 2.54893
H -3.23796 0.18378 3.38774
H -3.75133 1.29865 2.23413
C -0.47357 -2.01627 -1.19737
C -1.57471 -1.52440 -0.72231
H 0.23404 -2.51090 -0.52435
C -2.60180 -0.78013 -1.50495
H -1.84380 -1.82089 0.31393
C -2.64809 -1.22552 -2.98844
H -3.59391 -0.70512 -0.96563
H -2.14594 0.23854 -1.55672
C -1.21944 -1.25926 -3.53907
H -3.15788 -2.19910 -3.05688
H -3.22210 -0.45643 -3.50927
C -0.09558 -1.84102 -2.62312
H -1.21685 -1.82328 -4.47687
H -0.91049 -0.22793 -3.75410
H 0.26113 -2.77277 -3.08664
H 0.80404 -1.19760 -2.63261
N 5.31250 2.23359 3.44808
C 4.23716 1.38748 3.29123
O 4.04755 0.44788 4.05149
C 3.36304 1.64882 2.09740
C 3.76664 2.46777 1.03442
C 2.92281 2.62922 -0.05980
C 1.70336 1.94718 -0.03522
N 1.27039 1.18427 0.98138
C 2.12159 0.98051 2.00890
H 5.83127 2.13218 4.30767
H 5.33178 3.14847 3.02527
H 4.73383 2.96003 1.05538
H 3.15997 3.25980 -0.91040
H 1.01839 2.08225 -0.86892
H 1.80281 0.26338 2.77211
```

Summary:
**Net charge**: -1
**DFT total energy**: -2626.40999 Ha
**<S²>**: 3.76
**Lowest unoccupied orbital energy (spin up / spin down)**: 2.489 / 2.489 eV
**Gap between HOMO and LUMO (spin up / spin down)**: 4.07 / 4.12 eV
**Largest force on an atom**: 0.05847 Eh/bohr
**Highest occupied orbital energy (spin up / spin down)**: -1.58 / -1.63 eV
**2S+1**: 4

These are the Löwdin partial charges, in e, on atoms 1 to 4: 0.49 -0.07 -0.09 -0.45



Formula: C13H18F5I2NdOP2
Source: the Open Molecules 2025 dataset
Level of theory: the ωB97M-V functional and the def2-TZVPD basis

```
42
Properties=species:S:1:pos:R:3
I 0.33653 -0.98182 -4.12601
I -0.40523 1.60532 -3.33637
Nd 0.02140 -1.09781 0.02616
P -2.62755 -0.08648 -0.05729
C -3.65784 1.43078 0.35868
C -3.20610 -0.65760 -1.71641
H -4.29267 -0.80433 -1.76958
H -4.39105 -1.49719 0.98735
H -2.70601 -1.62416 -1.91524
H -2.85203 -2.36057 0.79806
H -3.44343 2.26002 -0.35898
H -2.93413 0.10877 -2.46219
C -3.30793 -1.39021 1.08998
H -4.76807 1.33763 0.35500
H -3.10762 -1.07959 2.13106
H -3.41526 1.77552 1.39386
P 2.63209 0.00299 -0.04920
C 3.60606 1.55289 0.37958
C 3.34548 -1.28092 1.10087
H 2.77153 -1.53348 -1.90072
H 4.32859 -0.67012 -1.74919
H 2.95822 0.20724 -2.45548
C 3.23849 -0.54920 -1.70341
H 2.92228 -2.26518 0.80828
H 4.43199 -1.35377 1.00559
H 4.71884 1.50000 0.38290
H 3.34558 1.88792 1.41347
H 3.13140 -0.98243 2.14215
H 3.36750 2.37633 -0.33693
C -0.03206 1.37473 0.33988
O -0.06059 2.52785 0.29120
F 0.02716 -2.86303 1.55064
C 0.02175 -1.93108 2.67289
C 0.02353 -0.56096 2.38185
C 0.04260 0.35974 3.40764
F 0.06919 1.69967 3.16747
C 0.04740 -0.07280 4.74038
F 0.06697 0.80539 5.76141
C 0.03991 -1.46512 4.97527
F 0.05336 -1.89047 6.26415
C 0.02691 -2.41757 3.93798
F 0.02211 -3.76443 4.16478
```

Summary:
**Net charge**: +2
**DFT total energy**: -2919.61556 Ha
**<S²>**: 3.76
**Lowest unoccupied orbital energy (spin up / spin down)**: -8.385 / -8.384 eV
**Gap between HOMO and LUMO (spin up / spin down)**: 7.12 / 7.14 eV
**Largest force on an atom**: 0.08664 Eh/bohr
**Highest occupied orbital energy (spin up / spin down)**: -15.50 / -15.53 eV
**2S+1**: 4

These are the Löwdin partial charges, in e, on atoms 1 to 4: 0.21 0.26 1.40 0.73



Formula: C13H18FeI2N4O4S
Source: the Open Molecules 2025 dataset
Level of theory: the ωB97M-V functional and the def2-TZVPD basis

```
43
Properties=species:S:1:pos:R:3
Fe -2.17120 0.00137 -0.42499
I -4.23143 -1.88417 -0.51862
C -5.55714 -0.23902 -0.78040
I -4.49468 1.59361 -0.54484
H -6.32816 -0.28952 -0.02036
H -5.96960 -0.27755 -1.78222
N -0.59589 -0.10249 4.93609
C -0.94631 0.99767 3.95069
C -0.82048 0.60735 2.47249
N -2.03166 0.04242 1.82803
H -0.46474 0.29223 5.87464
H 0.27917 -0.57626 4.69300
H -1.32409 -0.81629 5.02250
H -0.26449 1.81653 4.17175
H -1.95297 1.32785 4.20502
H -0.00035 -0.09377 2.31140
H -0.54999 1.51616 1.93652
H -2.85556 0.58038 2.09410
H -2.20405 -0.91085 2.14023
S -0.82992 -0.90247 -4.78951
C -1.80210 0.47237 -4.76811
C -2.22595 0.80008 -3.47998
N -1.80649 0.02316 -2.49225
C -0.90159 -0.98981 -2.96532
H -2.06255 0.99933 -5.67403
H -2.88570 1.63310 -3.27895
H -1.20266 -1.99402 -2.65858
O 0.45735 -0.79233 -2.51586
C 0.74418 -0.48047 -1.26574
O -0.13978 -0.31312 -0.40321
C 2.17289 -0.35164 -0.99478
C 2.57865 0.25960 0.19525
C 3.92112 0.38969 0.48053
C 4.83404 -0.10446 -0.43606
C 4.46690 -0.70494 -1.62393
C 3.11747 -0.82723 -1.90810
N 6.28278 0.02353 -0.11836
O 6.55514 0.37206 1.00785
O 7.05569 -0.25589 -1.00028
H 1.83707 0.65731 0.87381
H 4.28302 0.86145 1.38232
H 5.22787 -1.06175 -2.30332
H 2.80623 -1.29918 -2.82846
```

Summary:
**Net charge**: +3
**DFT total energy**: -3282.37192 Ha
**<S²>**: 8.77
**Lowest unoccupied orbital energy (spin up / spin down)**: -9.224 / -10.318 eV
**Gap between HOMO and LUMO (spin up / spin down)**: 7.61 / 6.95 eV
**Largest force on an atom**: 0.00876 Eh/bohr
**Highest occupied orbital energy (spin up / spin down)**: -16.84 / -17.26 eV
**2S+1**: 6

These are the Löwdin partial charges, in e, on atoms 1 to 4: 0.42 1.01 -0.99 1.03



Formula: C13H18N2O3
Source: the Open Molecules 2025 dataset
Level of theory: the ωB97M-V functional and the def2-TZVPD basis

```
36
Properties=species:S:1:pos:R:3
C -0.13118 -2.46315 -3.31874
O 0.15806 -1.21156 -2.65499
C -0.90833 -0.63607 -1.88912
C -0.59875 0.85036 -1.59167
C 0.61713 1.06977 -0.76275
C 0.53002 0.31290 0.56250
C 1.87914 0.28734 1.29942
C 2.55890 1.63444 1.63301
C 1.78477 2.37047 2.68292
C 2.17983 2.32895 4.00374
C 1.41005 3.05735 4.96961
O 1.77249 3.06673 6.14028
C 0.22389 3.80179 4.46549
O -0.48308 4.49360 5.17317
N -0.08101 3.79415 3.09341
N 0.65128 3.10939 2.26734
C 0.04198 -1.14232 0.37980
C -1.13372 -1.34943 -0.55105
H -0.85834 -2.31155 -4.14437
H -0.53733 -3.14995 -2.57533
H 0.76693 -2.84466 -3.78020
H -1.80806 -0.72192 -2.49683
H -0.44384 1.34695 -2.56370
H -1.50303 1.26550 -1.14952
H 1.50242 0.78389 -1.33318
H 0.70926 2.10915 -0.56609
H -0.18674 0.84485 1.19094
H 1.73760 -0.28558 2.21679
H 2.58432 -0.32627 0.73798
H 2.61467 2.21919 0.73431
H 3.54401 1.49636 2.03865
H 3.08473 1.82804 4.27540
H 0.89739 -1.71617 0.01979
H -0.17366 -1.52532 1.36381
H -2.05002 -0.92422 -0.13124
H -1.30140 -2.41265 -0.68920
```

Summary:
**Net charge**: 0
**DFT total energy**: -841.28737 Ha
**Lowest unoccupied orbital energy**: -2.754 eV
**Gap between HOMO and LUMO**: 6.95 eV
**SMILES**: CO[C@H]1CC[C@@H](CCC2=CC(=O)C(=O)N=N2)CC1
**Largest force on an atom**: 0.07438 Eh/bohr
**Highest occupied orbital energy**: -9.70 eV

These are the Löwdin partial charges, in e, on atoms 1 to 4: -0.07 -0.17 -0.34 -0.14



Formula: C13H18N2O4
Source: the Open Molecules 2025 dataset
Level of theory: the ωB97M-V functional and the def2-TZVPD basis

```
37
Properties=species:S:1:pos:R:3
C -2.05528 4.39612 -1.81984
C -1.76859 2.82555 -1.74191
O -1.02469 2.28938 -2.85243
C -0.85059 2.41273 -0.44920
N 0.49754 2.08111 -0.73751
C -1.74021 1.70838 0.65250
O -2.64975 2.39997 1.08230
N -1.20353 0.58197 1.23284
C -0.32577 -0.26159 0.47265
C 0.53699 -1.00156 1.62523
C 1.75445 -1.75963 1.37114
C 2.88520 -1.80897 2.21232
C 4.02158 -2.55793 1.75466
C 3.83061 -3.37861 0.67618
C 2.64557 -3.48244 -0.01507
C 1.58507 -2.74777 0.37730
C -1.12623 -1.06211 -0.60197
O -0.84117 -1.46142 -1.74383
O -2.27969 -1.47000 -0.04986
H -2.82486 4.70167 -1.02306
H -2.51540 4.24674 -2.84718
H -1.21512 5.00120 -1.83172
H -2.76793 2.28639 -1.52623
H -0.72341 1.30916 -2.67411
H -0.82149 3.55954 -0.05485
H 1.14717 2.89619 -0.66274
H 0.78565 1.61452 -1.60658
H -1.56674 0.35050 2.06237
H 0.19924 0.41179 -0.21562
H -0.33747 -1.62647 1.86141
H 0.66141 -0.23090 2.41026
H 2.94876 -1.36944 3.21662
H 4.98009 -2.54821 2.24995
H 4.57138 -4.16150 0.31002
H 2.61330 -4.26129 -0.81732
H 0.64466 -2.76817 -0.10610
H -2.83177 -1.80986 -0.78588
```

Summary:
**Net charge**: 0
**DFT total energy**: -916.53004 Ha
**Lowest unoccupied orbital energy**: 0.495 eV
**Gap between HOMO and LUMO**: 9.47 eV
**SMILES**: C[C@@H](O)[C@H](N)C(=O)N[C@@H](Cc1ccccc1)C(=O)O
**Largest force on an atom**: 0.10216 Eh/bohr
**Highest occupied orbital energy**: -8.98 eV

These are the Löwdin partial charges, in e, on atoms 1 to 4: -0.03 -0.35 -0.10 -0.25



Formula: C13H18N4O3S
Source: the Open Molecules 2025 dataset
Level of theory: the ωB97M-V functional and the def2-TZVPD basis

```
39
Properties=species:S:1:pos:R:3
C 5.84778 2.16043 -0.35481
C 5.31245 1.80777 1.02538
O 3.90745 1.55832 0.99918
C 3.53864 0.32063 0.59695
O 4.30695 -0.57287 0.33183
N 2.19161 0.20841 0.52419
C 1.29872 1.26176 0.95917
C -0.11754 0.98018 0.46662
N -0.59151 -0.28119 0.99688
C -1.88279 -0.62728 1.19400
O -2.19533 -1.72423 1.61355
C -2.94238 0.41344 0.87239
S -2.98400 0.79690 -0.91360
C -4.06809 -0.44639 -1.49002
N -4.76337 -1.13482 -0.59927
C -5.57068 -2.06793 -1.06873
C -5.70017 -2.31436 -2.42831
C -4.93750 -1.51241 -3.26875
N -4.12186 -0.58276 -2.80790
C 0.42707 -1.29516 1.22511
C 1.58977 -1.08465 0.26854
H 5.72404 1.31268 -1.02396
H 5.31214 3.01523 -0.76118
H 6.90423 2.40285 -0.28456
H 5.82379 0.92007 1.41124
H 5.43456 2.64048 1.72140
H 1.30340 1.33992 2.05458
H 1.64725 2.21403 0.55273
H -0.12640 0.96151 -0.63005
H -0.76744 1.79365 0.79155
H -2.77455 1.35315 1.39556
H -3.91665 -0.00206 1.12754
H -6.12471 -2.62264 -0.32276
H -6.35603 -3.07849 -2.80909
H -4.97129 -1.61214 -4.34595
H -0.03535 -2.27369 1.07563
H 0.78061 -1.24268 2.26175
H 2.35886 -1.84636 0.41180
H 1.23833 -1.13929 -0.76864
```

Summary:
**Net charge**: 0
**DFT total energy**: -1349.14561 Ha
**Lowest unoccupied orbital energy**: 0.556 eV
**Gap between HOMO and LUMO**: 9.33 eV
**SMILES**: CCOC(=O)N1CCN(C(=O)CSc2ncccn2)CC1
**Largest force on an atom**: 0.01060 Eh/bohr
**Highest occupied orbital energy**: -8.77 eV

These are the Löwdin partial charges, in e, on atoms 1 to 4: -0.06 -0.22 -0.01 -0.55



Formula: C13H18N6O4
Source: the Open Molecules 2025 dataset
Level of theory: the ωB97M-V functional and the def2-TZVPD basis

```
41
Properties=species:S:1:pos:R:3
C -0.03454 2.41789 1.20472
C -1.07121 1.74133 0.36822
N -1.99815 2.41994 -0.26772
N -2.84672 1.47084 -0.82494
C -3.64891 1.76498 -2.01891
C -5.14683 1.54226 -1.83196
C -6.05192 0.87771 -2.91537
O -5.91425 2.27637 -2.75630
C -2.34725 0.19300 -0.55840
O -2.63968 -0.85030 -1.04540
N -1.21477 0.39119 0.18213
C -0.58294 -0.69123 0.95058
N 0.77658 -0.88082 0.53530
C 1.29380 -1.49238 -0.62145
C 0.41609 -2.00919 -1.70923
N 2.60248 -1.57763 -0.58077
N 2.97538 -0.99400 0.58185
C 4.35442 -0.84604 0.96917
C 4.66123 -1.63202 2.25830
C 6.09636 -1.38098 2.80556
O 5.70524 -2.57216 2.20503
C 1.86848 -0.63231 1.32761
O 1.78145 -0.35474 2.50823
H 0.91966 2.29234 0.67043
H -0.22870 3.47931 1.37189
H 0.01983 1.93519 2.16344
H -3.44910 2.83355 -2.30207
H -3.36093 1.14521 -2.85398
H -5.48986 1.54821 -0.78525
H -6.98020 0.48105 -2.60363
H -5.72808 0.46424 -3.87369
H -1.11466 -1.63587 0.82204
H -0.59528 -0.48612 2.05000
H -0.22652 -2.73949 -1.28746
H 0.98606 -2.43286 -2.55484
H -0.18923 -1.20220 -2.11587
H 4.99377 -1.24844 0.19791
H 4.63348 0.17004 1.22065
H 3.87173 -1.75280 2.99660
H 6.16082 -1.30086 3.89335
H 6.74291 -0.73223 2.22426
```

Summary:
**Net charge**: 0
**DFT total energy**: -1135.58558 Ha
**Lowest unoccupied orbital energy**: 0.612 eV
**Gap between HOMO and LUMO**: 9.36 eV
**SMILES**: Cc1nn(C[C@@H]2CO2)c(=O)n1Cn1c(C)nn(C[C@@H]2CO2)c1=O
**Largest force on an atom**: 0.05564 Eh/bohr
**Highest occupied orbital energy**: -8.75 eV

These are the Löwdin partial charges, in e, on atoms 1 to 4: 0.01 -0.32 0.14 -0.04